Computed, not measured: a 8-piece molecular cluster, C34H90N6O11 overall, with wB97M-V/def2-TZVPD.

SMILES: COC[C@H](C)N.COC[C@H](C)N.COC[C@H](C)N.COCCNCCOC.COCCNCCOC.COCCNCCOC.CCO.CCO
Relative energy (zero: lowest compared OMol25 entry of this formula, charge and spin) in kcal per mole: 36.5
Calculated total energy in hartree: -2505.30372
HOMO energy in eV: -8.483

The geometry in XYZ format:
```
141
C34H90N6O11 (wB97M-V/def2-TZVPD)
C -6.2504 -0.1547 1.2864
O -6.4746 1.0451 0.5183
C -5.5812 2.0663 0.8665
C -5.8198 3.3142 0.0297
C -5.3573 3.2846 -1.4036
N -5.2655 4.5326 0.7258
H -5.2258 -0.4995 1.1471
H -6.8724 -1.0086 1.0179
H -6.4575 0.1313 2.3176
H -5.7215 2.3490 1.9098
H -4.5431 1.7455 0.7792
H -6.8975 3.4707 -0.0183
H -5.4878 4.2180 -1.9510
H -5.9359 2.5002 -1.8916
H -4.3061 3.0372 -1.5513
H -5.6256 5.3460 0.2475
H -5.6472 4.7277 1.6403
C -0.0491 -1.7121 4.4113
O -1.0233 -0.7035 4.4972
C -2.3035 -1.2104 4.9433
C -3.4148 -0.2012 4.6975
C -3.2330 1.0937 5.5674
N -4.7084 -0.8076 4.9885
H 0.8971 -1.2306 4.1642
H -0.3580 -2.4213 3.6433
H 0.1941 -2.2167 5.3464
H -2.5299 -2.1370 4.4159
H -2.1912 -1.4179 6.0075
H -3.3968 0.1196 3.6559
H -3.2588 0.8190 6.6218
H -4.0315 1.7768 5.2777
H -2.3615 1.7163 5.3650
H -4.8585 -1.7242 4.5916
H -4.6467 -1.0031 5.9775
C -1.5034 -0.0280 0.9884
O -0.4191 -0.8429 0.6178
C 0.7732 -0.1092 0.5210
C 2.0094 -1.0107 0.1389
C 2.3448 -2.0101 1.2332
N 3.1974 -0.1507 -0.0289
H -1.3707 0.4371 1.9652
H -2.4265 -0.6040 0.9239
H -1.7135 0.6651 0.1739
H 0.7425 0.5636 -0.3360
H 0.8722 0.5600 1.3757
H 1.8786 -1.4681 -0.8418
H 1.5176 -2.7140 1.3253
H 2.4653 -1.3987 2.1275
H 3.3296 -2.4254 1.0194
H 3.8769 -0.6628 -0.5731
H 2.9259 0.6221 -0.6197
C -3.3349 -4.3203 1.5535
O -2.2270 -4.8130 0.7546
C -1.3582 -3.7928 0.2843
C -0.3006 -4.5310 -0.5696
N -0.7648 -4.9286 -1.9090
C -0.7129 -3.8157 -2.8613
C -1.3388 -4.3668 -4.1499
O -2.5965 -4.9755 -3.8487
C -3.3637 -5.3319 -5.0207
H -3.1071 -3.4861 2.2171
H -3.6677 -5.1594 2.1644
H -4.1056 -4.0006 0.8521
H -0.8997 -3.2609 1.1180
H -1.9404 -3.0965 -0.3192
H 0.0071 -5.4324 -0.0397
H 0.5672 -3.8859 -0.7068
H -1.6785 -5.3537 -1.8422
H 0.2728 -3.3698 -2.9942
H -1.2836 -2.9476 -2.5316
H -0.6187 -5.0379 -4.6182
H -1.4922 -3.5193 -4.8179
H -4.1745 -5.9948 -4.7184
H -2.6611 -5.8669 -5.6596
H -3.7445 -4.5237 -5.6451
C 6.2059 1.0351 -4.2334
O 5.3320 1.9305 -3.5133
C 5.3252 1.6100 -2.0969
C 4.5591 2.6472 -1.3018
N 3.1943 2.3746 -1.6845
C 2.2542 3.3428 -1.1846
C 1.0159 3.1615 -2.0472
O 1.4463 3.4537 -3.4532
C 0.4043 3.3373 -4.4091
H 7.2321 1.2301 -3.9219
H 6.1540 1.1152 -5.3192
H 6.0704 -0.0201 -3.9961
H 6.3281 1.7735 -1.7023
H 4.9965 0.5760 -1.9927
H 4.8858 3.6596 -1.5391
H 4.8051 2.4982 -0.2504
H 3.1852 2.3942 -2.6943
H 2.5949 4.3774 -1.2274
H 2.0244 3.2440 -0.1237
H 0.2516 3.8532 -1.6930
H 0.6128 2.1533 -1.9511
H -0.2557 2.5081 -4.1542
H 0.7597 3.1931 -5.4293
H -0.2325 4.2207 -4.3619
C 3.3934 2.1605 2.6451
O 4.3796 2.0559 3.6032
C 5.1487 0.7859 3.5153
C 6.0311 0.5839 2.3092
N 5.8120 -0.7322 1.6669
C 6.6701 -0.8478 0.4854
C 6.3062 -2.1236 -0.3233
O 4.9478 -2.0342 -0.7751
C 4.4892 -3.2379 -1.3683
H 2.7360 2.9773 2.9428
H 2.8433 1.2279 2.5196
H 3.8260 2.3682 1.6664
H 4.4248 0.0167 3.7846
H 5.8153 0.8931 4.3710
H 7.0798 0.7864 2.5265
H 5.7428 1.3493 1.5886
H 4.8870 -0.8846 1.2911
H 7.7128 -0.9479 0.7866
H 6.5114 0.0363 -0.1320
H 6.4658 -2.9986 0.3069
H 6.9257 -2.1020 -1.2199
H 4.2344 -4.0222 -0.6555
H 5.3363 -3.6794 -1.8932
H 3.5870 -3.1098 -1.9665
C -2.4160 -0.2138 -2.9481
C -3.5667 0.4985 -3.6839
O -3.0710 1.7174 -4.2702
H -2.7341 -1.0247 -2.2928
H -1.8825 0.3811 -2.2068
H -1.7228 -0.6364 -3.6755
H -4.2897 0.6850 -2.8897
H -3.9675 -0.1395 -4.4715
H -2.4982 1.4546 -4.9944
C -0.4643 4.0395 1.2637
C -2.0155 3.8174 1.2700
O -2.5655 5.0897 1.3728
H -0.1351 4.4689 2.2099
H -0.1652 4.6842 0.4373
H 0.0209 3.0692 1.1576
H -2.3359 3.2731 2.1583
H -2.3877 3.3108 0.3795
H -3.4928 4.8771 1.2445
```

Computed, not measured: C34H92BF6HgN9O12S2 as an isolated structure, with wB97M-V/def2-TZVPD.

Relative energy (zero: lowest compared OMol25 entry of this formula, charge and spin) in kcal per mole: 375.7
Calculated total energy in hartree: -4319.29629
HOMO energy in eV: -8.722

The geometry in XYZ format:
```
157
C34H92BF6HgN9O12S2 (wB97M-V/def2-TZVPD)
Hg -0.1783 1.4850 -5.1897
C -0.1585 3.2017 1.1201
F -1.2369 3.7803 0.6154
F 0.8976 4.0617 0.8676
F -0.4282 3.0107 2.4153
S 0.1633 1.4477 0.3041
O 1.4357 1.4948 -0.3428
O 0.1301 0.4897 1.3982
N -1.1327 1.3779 -0.8961
S -2.3499 0.9518 -0.0091
O -2.6147 -0.4474 0.0518
O -2.4320 1.5273 1.3269
C -3.9876 1.7247 -0.7845
F -3.9018 3.0549 -0.8056
F -4.2508 1.2024 -2.0059
F -4.9587 1.3486 0.0573
B -1.8524 -2.0866 -6.4403
H -2.2534 -1.5884 -5.5713
H -1.5139 -1.3756 -7.1780
H -1.0004 -2.7197 -6.2462
H -2.6544 -2.6671 -6.8695
C 11.0136 2.0279 -3.5973
C 10.6406 3.5780 -3.5096
C 10.6368 4.3762 -4.8750
O 10.6629 5.7719 -4.6616
C 11.8504 6.1192 -4.1092
N 9.2739 3.6719 -2.9635
H 11.4256 1.6204 -2.6741
H 11.8600 1.9013 -4.2724
H 10.2385 1.3857 -4.0157
H 11.3769 3.9357 -2.7899
H 9.8078 4.0434 -5.4995
H 11.5355 4.0624 -5.4060
H 12.7184 5.9989 -4.7575
H 12.0942 5.6483 -3.1569
H 11.6339 7.1362 -3.7824
H 9.0996 4.6645 -3.0309
H 9.2177 3.3371 -2.0123
C -8.7609 -3.6476 -9.2264
C -7.6111 -4.0842 -8.3447
C -8.0851 -4.3889 -6.8755
O -6.9070 -4.6666 -6.0568
C -7.1792 -4.4519 -4.6804
N -6.9666 -5.2074 -8.9784
H -9.4794 -4.4656 -9.1737
H -8.4295 -3.4688 -10.2492
H -9.2926 -2.7962 -8.8015
H -6.8681 -3.2869 -8.3251
H -8.9070 -5.1007 -6.7984
H -8.4073 -3.4520 -6.4211
H -7.9135 -5.1784 -4.3323
H -7.6100 -3.4590 -4.5515
H -6.2728 -4.7797 -4.1715
H -6.8266 -5.0948 -9.9723
H -7.7674 -5.8049 -9.1256
C -7.4423 -1.5056 6.8540
C -7.7538 -1.8855 8.2688
C -7.4251 -3.3461 8.6543
O -8.1381 -4.3019 7.9543
C -9.4479 -4.7212 8.4428
N -7.0685 -0.9170 9.0597
H -6.4296 -1.6419 6.4747
H -7.7202 -0.4720 6.6475
H -7.9382 -2.1270 6.1083
H -8.8261 -1.7019 8.3364
H -7.5704 -3.5007 9.7234
H -6.3572 -3.5073 8.5069
H -10.1540 -4.9006 7.6319
H -10.0390 -3.9502 8.9369
H -9.4512 -5.7045 8.9132
H -7.2164 0.0131 8.6949
H -6.0611 -0.8580 9.1013
C -0.2298 1.8749 10.5150
C 0.4227 3.2908 10.1914
C 1.8915 3.1083 9.8662
O 2.4178 4.3045 9.3201
C 3.8204 4.3659 9.5252
N -0.2170 4.1343 9.2086
H -0.3802 1.1646 9.7020
H -1.2309 2.0902 10.8884
H 0.2275 1.2968 11.3180
H 0.3543 3.9483 11.0580
H 1.9428 2.2442 9.2038
H 2.5347 2.8502 10.7075
H 3.9986 4.2767 10.5968
H 4.2570 5.2992 9.1697
H 4.3022 3.5454 8.9934
H 0.0804 3.6734 8.3606
H 0.3149 4.9876 9.3030
C -0.8095 7.8099 -4.7099
C -1.1751 6.3138 -4.8559
C -2.1617 6.0665 -5.9321
O -2.4149 4.6190 -6.0339
C -3.4718 4.3501 -6.8545
N -0.0210 5.5487 -4.6941
H -0.6948 8.3093 -5.6719
H 0.1007 7.9013 -4.1173
H -1.5354 8.3944 -4.1446
H -1.8234 6.0397 -4.0237
H -1.8586 6.5975 -6.8345
H -3.0601 6.6548 -5.7453
H -3.5359 3.2620 -6.8627
H -3.2195 4.5729 -7.8912
H -4.4207 4.7721 -6.5234
H 0.7571 6.0976 -5.0309
H 0.1069 5.7040 -3.7043
C -4.3591 -6.5647 3.2336
C -2.9789 -6.3673 3.9016
C -2.6016 -7.6401 4.6756
O -1.5048 -7.5929 5.5510
C -1.6191 -6.7120 6.6489
N -1.9460 -6.2965 2.9077
H -5.0682 -6.7235 4.0460
H -4.3542 -7.2715 2.4038
H -4.5232 -5.5779 2.8006
H -2.9926 -5.5568 4.6303
H -2.5530 -8.5521 4.0806
H -3.4464 -7.9672 5.2818
H -1.3064 -5.6932 6.4202
H -0.9421 -7.1074 7.4062
H -2.5831 -6.7385 7.1571
H -2.0364 -5.3542 2.5556
H -1.0550 -6.2907 3.3832
C 4.7771 -2.0066 5.6728
C 6.1666 -2.0432 4.8958
C 6.8948 -0.6662 4.9849
O 8.3165 -0.7436 4.5743
C 8.4853 -0.7562 3.1348
N 6.9524 -3.1796 5.4125
H 5.0520 -1.9714 6.7270
H 4.1332 -2.8511 5.4274
H 4.2194 -1.1001 5.4373
H 5.8767 -2.1473 3.8502
H 6.8397 -0.4527 6.0524
H 6.3456 0.1958 4.6061
H 9.5604 -0.9125 3.0457
H 8.2627 0.1226 2.5296
H 7.8790 -1.6180 2.8559
H 7.7488 -3.1740 4.7914
H 6.5240 -4.0882 5.3077
C 5.0392 -0.2550 -8.0475
C 3.8859 0.7425 -7.8120
C 2.8524 0.7050 -8.8989
O 1.8523 1.7138 -8.6772
C 1.1013 1.8627 -9.8755
N 3.3198 0.3944 -6.5569
H 5.3003 -0.3134 -9.1042
H 4.9356 -1.2270 -7.5654
H 6.0098 0.0274 -7.6396
H 4.2647 1.7571 -7.9352
H 2.4201 -0.2947 -8.8569
H 3.3927 0.7617 -9.8440
H 1.7437 1.7519 -10.7491
H 0.6883 2.8699 -9.8203
H 0.2525 1.1829 -9.9503
H 3.1040 -0.5905 -6.4981
H 3.9187 0.6499 -5.7848
```

Computed, not measured: a 14-piece molecular cluster, C34H92ClNO14S13 overall, with wB97M-V/def2-TZVPD.

Calculated total energy in hartree: -8094.99822
HOMO energy in eV: -7.943

The geometry in XYZ format:
```
155
C34H92ClNO14S13 (wB97M-V/def2-TZVPD)
C -2.2625 -1.8518 -2.9096
C -1.8663 -2.6848 -4.1265
C -2.1902 -4.1626 -4.0972
O -2.9194 -4.7495 -3.2949
N -1.4875 -4.7199 -5.1719
C -0.7317 -3.6938 -5.8970
C -0.5121 -2.5718 -4.8395
C 0.7998 -2.9149 -4.0347
C 0.6461 -3.3602 -2.5757
C 0.6919 -2.2842 -1.4917
Cl 2.0827 -1.1587 -1.5920
H -1.8291 -0.8458 -2.9600
H -3.3516 -1.7403 -2.9298
H -2.0202 -2.3389 -1.9620
H -2.5702 -2.3422 -4.9119
H -1.9790 -5.4071 -5.7185
H 0.1734 -4.0603 -6.3802
H -1.3685 -3.2544 -6.6896
H -0.3493 -1.5940 -5.2894
H 1.2944 -3.7360 -4.5656
H 1.4873 -2.0690 -4.1215
H -0.2658 -3.9438 -2.4117
H 1.4826 -4.0365 -2.3492
H -0.2024 -1.6678 -1.4480
H 0.7832 -2.7860 -0.5228
C 1.1491 -1.8097 -9.0990
S 2.2243 -2.2322 -7.7201
O 1.6366 -1.5715 -6.5180
C 3.6012 -1.2068 -8.2160
H 0.1952 -2.3124 -8.9487
H 0.9990 -0.7304 -9.1206
H 1.6025 -2.1532 -10.0287
H 3.2663 -0.1723 -8.2522
H 3.9776 -1.5249 -9.1900
H 4.3831 -1.2936 -7.4683
C 5.3666 2.3075 -4.2423
S 4.1533 1.2434 -5.0036
O 4.8026 0.5742 -6.1703
C 3.1443 2.5778 -5.6510
H 6.1479 1.6844 -3.8090
H 5.7973 2.9671 -4.9965
H 4.8721 2.8889 -3.4646
H 3.7475 3.2021 -6.3110
H 2.7609 3.1627 -4.8154
H 2.3202 2.1326 -6.2062
C 0.5699 3.5490 0.7984
S 0.8288 2.4152 -0.5763
O 1.2262 3.2396 -1.7513
C -0.9084 2.0043 -0.8013
H 1.5308 3.9594 1.1034
H -0.0988 4.3518 0.4826
H 0.1399 2.9971 1.6340
H -1.4755 2.9137 -1.0032
H -1.2803 1.5086 0.0958
H -0.9806 1.3268 -1.6503
C -4.2701 -7.2444 -0.4905
S -4.5612 -5.4707 -0.5166
O -4.4413 -4.9917 0.8906
C -6.3204 -5.5704 -0.8640
H -3.2221 -7.4026 -0.2465
H -4.9022 -7.7085 0.2676
H -4.4823 -7.6573 -1.4764
H -6.8182 -6.1395 -0.0776
H -6.4811 -6.0395 -1.8346
H -6.7094 -4.5546 -0.8822
C -6.3023 -0.2098 -1.7544
S -6.4128 -1.4249 -3.0750
O -5.3781 -1.0673 -4.0811
C -7.9875 -0.8546 -3.7266
H -5.3566 -0.3676 -1.2393
H -6.3309 0.7934 -2.1805
H -7.1289 -0.3580 -1.0588
H -7.9032 0.1929 -4.0161
H -8.7604 -0.9846 -2.9689
H -8.2239 -1.4608 -4.5981
C 5.6761 4.1180 3.8843
S 3.9639 4.6337 3.9511
O 3.1676 3.6412 3.1668
C 4.1545 6.0897 2.9157
H 5.7738 3.1881 4.4347
H 5.9684 3.9528 2.8476
H 6.2928 4.8878 4.3487
H 4.5435 5.7905 1.9424
H 4.8333 6.7888 3.4037
H 3.1751 6.5504 2.7984
C -7.7361 -3.1546 1.8385
S -9.1657 -3.9782 1.1359
O -10.2165 -2.9412 0.9286
C -9.6078 -4.8864 2.6226
H -7.3218 -2.4928 1.0804
H -8.0338 -2.5731 2.7079
H -6.9839 -3.8935 2.1178
H -9.7852 -4.1832 3.4361
H -8.7998 -5.5714 2.8791
H -10.5155 -5.4489 2.4136
C 4.3009 5.5181 9.5970
S 4.6110 4.4805 8.1616
O 5.0685 5.3784 7.0708
C 2.8868 4.1006 7.8250
H 5.2583 5.9031 9.9411
H 3.6499 6.3451 9.3138
H 3.8421 4.9194 10.3839
H 2.3359 5.0271 7.6639
H 2.4685 3.5436 8.6636
H 2.8512 3.4916 6.9238
C 4.4649 6.3689 -1.0860
S 3.2553 5.2400 -1.7817
O 3.9182 4.6120 -2.9584
C 2.1614 6.5107 -2.4259
H 5.2731 5.7693 -0.6716
H 4.8537 7.0202 -1.8691
H 3.9972 6.9556 -0.2952
H 2.7118 7.1543 -3.1125
H 1.7553 7.0896 -1.5966
H 1.3518 6.0109 -2.9533
C 7.8291 -1.1125 3.1307
S 6.3347 -0.2130 3.5369
O 6.7242 1.2022 3.8019
C 6.0847 -0.9853 5.1423
H 8.1878 -0.7523 2.1694
H 8.5824 -0.9271 3.8981
H 7.6118 -2.1778 3.0530
H 6.9593 -0.8120 5.7699
H 5.9151 -2.0530 5.0038
H 5.2067 -0.5319 5.5978
C -5.3541 0.4540 5.5988
S -6.8668 -0.4035 5.1505
O -6.4863 -1.4802 4.1933
C -7.5476 0.9375 4.1759
H -4.7455 -0.2316 6.1850
H -4.8215 0.7452 4.6943
H -5.6009 1.3343 6.1915
H -6.8511 1.1900 3.3797
H -7.7135 1.8033 4.8143
H -8.4933 0.6027 3.7514
C -4.7682 5.5369 2.7728
S -6.2349 4.5123 2.9370
O -6.0956 3.7575 4.2120
C -5.8160 3.3820 1.6017
H -4.8052 6.2965 3.5504
H -3.8780 4.9208 2.8991
H -4.7695 6.0144 1.7930
H -4.8517 2.9159 1.8064
H -5.7842 3.9326 0.6617
H -6.5915 2.6209 1.5503
C 9.7457 -6.0599 1.8285
S 8.1775 -5.3326 2.3161
O 8.2456 -3.8888 1.9563
C 8.4632 -5.4383 4.0883
H 9.7928 -6.0467 0.7419
H 10.5642 -5.4706 2.2415
H 9.7930 -7.0886 2.1854
H 9.3716 -4.8929 4.3445
H 8.5485 -6.4851 4.3787
H 7.6084 -4.9899 4.5906
```